Below is a cluster of 15 separate species, C3H37O15 in total in a non-equilibrium geometry, with properties calculated with ωB97M-V with the def2-TZVPD basis set.

Last column: natural (NBO) charge in e.
Atoms and positions in Å:
O  2.489  1.804  2.116  -0.77
H  1.796  1.694  1.461  0.56
H  3.111  2.408  1.705  0.53
H  2.940  0.984  2.327  0.56
O  0.735  4.023  -0.947  -0.77
H  1.571  4.052  -1.419  0.54
H  0.759  3.204  -0.447  0.55
H  -0.008  3.959  -1.552  0.56
C  0.990  -0.732  -0.221  -0.62
C  0.528  0.606  -0.835  0.09
C  -0.871  0.423  -1.422  -0.64
O  0.622  1.566  0.168  -1.03
H  0.971  -1.568  -0.920  0.22
H  0.376  -0.978  0.645  0.19
H  1.986  -0.701  0.222  0.21
H  1.135  0.845  -1.709  0.14
H  -1.540  -0.145  -0.775  0.20
H  -0.753  -0.164  -2.333  0.18
H  -1.466  1.301  -1.672  0.21
O  -2.007  -3.260  -0.668  -0.93
H  -2.881  -3.141  -0.295  0.49
H  -1.922  -2.555  -1.309  0.47
O  -4.073  0.480  -2.087  -0.93
H  -3.894  -0.435  -2.303  0.48
H  -3.360  0.968  -2.500  0.47
O  2.578  -2.925  1.279  -0.98
H  2.663  -3.364  0.432  0.49
H  1.712  -3.182  1.595  0.52
O  3.425  -0.570  2.373  -0.99
H  3.052  -1.325  1.917  0.53
H  3.741  -0.924  3.205  0.50
O  -1.585  2.744  1.204  -0.97
H  -0.828  2.347  0.773  0.48
H  -1.995  2.023  1.681  0.46
O  -1.484  3.868  -2.466  -0.97
H  -1.977  4.687  -2.416  0.51
H  -1.917  3.369  -3.159  0.50
O  -0.254  -3.906  1.231  -1.00
H  -0.600  -3.399  1.965  0.49
H  -0.835  -3.697  0.500  0.49
O  3.528  -0.348  -2.166  -0.94
H  2.941  -1.000  -2.549  0.48
H  3.842  -0.753  -1.357  0.47
O  -4.249  1.370  0.523  -0.95
H  -4.366  1.052  -0.372  0.49
H  -3.825  0.644  0.982  0.45
O  -0.979  -2.475  3.581  -0.98
H  -0.674  -1.624  3.268  0.48
H  -1.065  -2.366  4.528  0.48
O  0.969  -1.947  -3.578  -0.93
H  0.846  -1.107  -3.136  0.46
H  0.105  -2.358  -3.558  0.47
O  0.269  -0.051  2.999  -0.95
H  0.159  0.133  2.066  0.49
H  -0.430  0.446  3.425  0.48

Properties
- charge = +1
- HOMO level (hartree) = -0.4649
- molar mass (u) = 313.31